(P)
DFT (ωB97M-V/def2-TZVPD) results for an isolated molecule of C5H8N2.

The geometry in XYZ format:
```
15
Properties=species:S:1:pos:R:3:mulliken_charge:R:1
C 2.1735 -0.1396 0.4914 -1.12
C 1.1594 0.0698 -0.7306 0.30
C 0.6470 1.2707 -0.2105 -0.52
N -0.6025 1.2221 0.1785 -0.91
N -1.0171 0.0281 -0.2908 0.65
C -2.3604 -0.3704 0.0398 -0.75
C -0.0432 -0.6710 -0.8948 -0.37
H 3.1651 0.2853 0.3385 0.28
H 2.2002 -1.1961 0.7113 0.34
H 1.8164 0.3255 1.4445 0.34
H 1.2779 2.1222 -0.0258 0.53
H -3.0639 0.3237 -0.4163 0.26
H -2.4666 -0.3282 1.1296 0.29
H -2.5327 -1.3918 -0.3009 0.30
H -0.3529 -1.5502 -1.4640 0.39
```

multiplicity = 1
Kohn-Sham gap = 9.0 eV
SMILES = Cc1cnn(C)c1

=====

(Q)
DFT (ωB97M-V/def2-TZVPD) results for a structure of composition C5H8N2.

The geometry in XYZ format:
```
15
Properties=species:S:1:pos:R:3:mulliken_charge:R:1
C -1.8627 -1.0871 -0.0823 -0.72
N -0.9832 0.5043 -0.8148 -0.47
C -0.9551 0.6230 0.5987 -0.24
C 0.3518 0.5345 1.0885 -0.90
C 1.1638 0.3102 -0.0465 1.06
N 2.5442 0.1274 -0.0476 -0.52
C 0.3054 0.2795 -1.1712 -0.80
H -2.5863 -1.0590 0.7388 0.32
H -2.3586 -1.2330 -1.0413 0.28
H -1.0230 -1.7574 0.0999 0.31
H -1.8095 1.0561 1.1134 0.52
H 0.6814 0.6221 2.1227 0.35
H 3.0339 0.5573 0.7301 0.25
H 3.0010 0.3237 -0.9314 0.24
H 0.5799 0.1147 -2.2116 0.35
```

multiplicity = 1
Kohn-Sham gap = 8.8 eV

=====

(R)
DFT (ωB97M-V/def2-TZVPD) results for an isolated molecule of C5H8N2.

The geometry in XYZ format:
```
15
Properties=species:S:1:pos:R:3:mulliken_charge:R:1
C 0.5201 -0.4814 1.9358 -1.35
C 0.0147 0.3257 0.7701 0.43
C 0.8119 0.2712 -0.5954 -0.34
C 1.6365 -0.7464 -1.2734 0.08
N 2.1668 -1.5070 -1.9719 -0.46
N -0.5252 -0.2061 -0.4181 -0.18
C -1.6097 0.3639 -1.1676 -0.87
H 0.9113 -1.4335 1.5789 0.34
H 1.3431 0.0896 2.3857 0.31
H -0.2236 -0.6518 2.7218 0.33
H -0.4758 1.2669 1.0983 0.40
H 1.0825 1.2696 -0.9359 0.38
H -1.5642 1.4579 -1.2758 0.35
H -2.5480 0.0722 -0.6947 0.29
H -1.5406 -0.0909 -2.1577 0.30
```

multiplicity = 1
Kohn-Sham gap = 10.6 eV
SMILES = C[C@H]1[C@@H](C#N)N1C

=====

(S)
DFT (ωB97M-V/def2-TZVPD) results for an isolated molecule of C5H8N2.

The geometry in XYZ format:
```
15
Properties=species:S:1:pos:R:3:mulliken_charge:R:1
C -2.4064 -0.7400 0.0908 -1.00
C -1.0516 -0.1145 -0.0325 0.63
C -0.7246 1.2426 -0.2516 -0.74
C 0.6506 1.2768 -0.2195 -0.31
N 1.0680 0.0118 0.0081 0.70
C 2.4252 -0.4741 0.1276 -0.79
N 0.0447 -0.8496 0.1171 -0.91
H -3.1495 -0.1865 -0.4912 0.30
H -2.7373 -0.7468 1.1352 0.22
H -2.3791 -1.7769 -0.2550 0.32
H -1.3987 2.0755 -0.3984 0.34
H 1.3558 2.0887 -0.3351 0.39
H 2.8414 -0.7556 -0.8458 0.27
H 2.4045 -1.3518 0.7774 0.29
H 3.0570 0.3006 0.5729 0.30
```

multiplicity = 1
Kohn-Sham gap = 10.0 eV
SMILES = Cc1ccn(C)n1

=====

Most favorable structure: (S). The second most favorable one is 1.826 eV above it.

=====

(P)
DFT (ωB97M-V/def2-TZVPD) results for an isolated molecule of C5H8N2.

The geometry in XYZ format:
```
15
Properties=species:S:1:pos:R:3:mulliken_charge:R:1
C 1.8856 -0.1054 1.4413 -0.80
N 1.6102 1.0708 0.5657 -0.50
C 0.8076 0.6441 -0.2968 0.54
C 0.1048 0.5369 -1.5175 -0.24
C -1.0508 -0.2443 -1.0175 0.25
C -2.0120 0.2207 0.0513 -1.14
N 0.2838 -0.7076 -0.6514 -0.54
H 1.5849 -0.9745 0.8644 0.40
H 2.9238 -0.2704 1.7406 0.30
H 1.2613 -0.0069 2.3305 0.26
H 0.5366 0.5329 -2.5059 0.27
H -1.5116 -0.8488 -1.8004 0.33
H -1.4966 0.7963 0.8269 0.29
H -2.7983 0.8406 -0.3874 0.29
H -2.4876 -0.6422 0.5340 0.30
```

multiplicity = 1
Kohn-Sham gap = 10.6 eV
SMILES = C/N=C1/[C@@H]2[C@H](C)N12

=====

(Q)
DFT (ωB97M-V/def2-TZVPD) results for an isolated molecule of C5H8N2.

The geometry in XYZ format:
```
15
Properties=species:S:1:pos:R:3:mulliken_charge:R:1
C -2.6683 -0.5378 -0.3850 -0.67
N -1.5000 0.2613 -0.0782 -0.36
C -0.3680 -0.3065 -0.0879 -0.27
C 0.9150 0.4264 0.1657 1.33
C 2.2141 -0.2823 -0.2013 -1.30
C 0.9732 1.5255 1.1141 -0.50
N 0.8808 1.9348 -0.0643 -0.58
H -3.1510 -0.1187 -1.2747 0.24
H -3.3868 -0.4547 0.4380 0.23
H -2.4563 -1.6055 -0.5651 0.31
H -0.2532 -1.3828 -0.3000 0.24
H 2.8371 0.4142 -0.7701 0.38
H 2.0604 -1.1792 -0.8117 0.36
H 2.7739 -0.5823 0.6933 0.28
H 1.1293 1.8874 2.1272 0.33
```

multiplicity = 1
Kohn-Sham gap = 10.5 eV
SMILES = C/N=C/[C@]1(C)C=N1

=====

(R)
DFT (ωB97M-V/def2-TZVPD) results for an isolated molecule of C5H8N2.

The geometry in XYZ format:
```
15
Properties=species:S:1:pos:R:3:mulliken_charge:R:1
C -2.4380 -0.2124 -0.3914 -0.81
N -1.0838 0.0561 0.0520 0.54
C 0.0039 -0.7353 -0.1280 -0.59
C 1.1983 0.0175 0.2429 0.58
C 2.5236 -0.4212 0.5328 -1.12
C 0.5521 1.3288 0.5424 -0.33
N -0.7414 1.3119 0.4165 -0.81
H -2.5585 -0.0132 -1.4621 0.32
H -3.1186 0.4293 0.1713 0.29
H -2.6865 -1.2583 -0.1919 0.30
H -0.0815 -1.7536 -0.4832 0.43
H 1.2460 0.1191 -0.9236 0.26
H 2.8093 -1.4261 0.2370 0.26
H 3.3131 0.3222 0.5395 0.24
H 1.0619 2.2353 0.8459 0.43
```

multiplicity = 1
Kohn-Sham gap (alpha / beta) = 7.0 / 6.4 eV

=====

Most favorable structure: (Q). The second most favorable one is 0.910 eV above it.